[1]
# C28H76BClF4N5O9

A cluster of 7 separate species, C28H76BClF4N5O9 in total in a non-equilibrium geometry (the ωB97M-V functional and the def2-TZVPD basis, OMol25).

```
124
Properties=species:S:1:pos:R:3:lowdin_charge:R:1
C 6.26 -1.28 3.01 -0.08
O 5.96 -0.10 3.68 -0.19
C 5.13 0.74 2.91 -0.20
C 4.73 1.93 3.80 -0.06
N 4.05 1.34 5.00 0.07
H 4.44 0.44 5.12 0.13
H 4.37 1.76 5.85 0.18
C 2.53 1.21 4.99 -0.08
C 2.15 -0.06 5.78 -0.23
O 2.89 -1.09 5.26 -0.19
C 2.29 -1.89 4.21 -0.04
H 6.57 -1.13 1.96 0.11
H 5.36 -1.88 2.98 0.09
H 6.99 -1.72 3.58 0.08
H 4.20 0.16 2.65 0.11
H 5.70 1.04 2.04 0.13
H 4.15 2.65 3.27 0.12
H 5.68 2.39 4.11 0.15
H 2.23 1.05 3.96 0.06
H 2.10 2.20 5.32 0.14
H 1.05 -0.23 5.75 0.14
H 2.34 0.16 6.86 0.14
H 2.65 -2.88 4.42 0.10
H 2.44 -1.44 3.22 0.04
H 1.25 -2.10 4.41 0.08
C -7.95 -0.72 2.92 -0.04
O -6.99 -1.34 2.02 -0.21
C -5.89 -0.51 1.67 -0.23
C -5.15 -1.11 0.53 -0.13
N -4.92 -2.53 0.75 0.06
H -4.26 -2.66 1.51 0.17
H -5.86 -2.77 1.14 0.19
C -4.36 -3.34 -0.41 -0.05
C -3.00 -2.80 -0.76 -0.24
O -2.32 -2.64 0.43 -0.19
C -0.90 -2.35 0.35 -0.05
H -7.50 -0.62 3.97 0.12
H -8.71 -1.48 3.12 0.10
H -8.26 0.22 2.49 0.09
H -5.24 -0.38 2.53 0.14
H -6.20 0.44 1.37 0.12
H -4.21 -0.56 0.56 0.14
H -5.76 -1.01 -0.37 0.16
H -5.15 -3.37 -1.18 0.15
H -4.17 -4.33 -0.08 0.13
H -3.07 -1.85 -1.33 0.14
H -2.60 -3.53 -1.45 0.13
H -0.46 -2.47 1.33 0.08
H -0.74 -1.32 0.06 0.04
H -0.49 -2.99 -0.43 0.09
C -2.38 3.46 0.17 -0.05
O -1.78 3.85 1.42 -0.20
C -0.40 4.20 1.39 -0.18
C 0.08 4.25 2.85 -0.10
N -0.94 5.02 3.55 0.02
H -1.86 4.78 3.17 0.15
H -1.09 4.64 4.50 0.19
C -0.74 6.51 3.54 -0.07
C -2.02 7.05 4.16 -0.22
O -3.07 6.49 3.43 -0.21
C -4.37 6.57 4.05 -0.04
H -3.36 3.14 0.37 0.07
H -1.88 2.64 -0.35 0.08
H -2.41 4.31 -0.56 0.12
H -0.24 5.16 0.88 0.14
H 0.17 3.48 0.86 0.09
H 1.05 4.72 2.97 0.13
H 0.20 3.20 3.27 0.14
H -0.59 6.84 2.49 0.15
H 0.18 6.78 4.13 0.16
H -2.01 8.15 4.14 0.15
H -2.11 6.75 5.23 0.14
H -4.48 5.83 4.87 0.10
H -5.08 6.48 3.25 0.09
H -4.49 7.53 4.49 0.09
C 2.41 3.97 -4.07 -0.05
O 2.41 2.76 -3.25 -0.19
C 1.42 1.85 -3.66 -0.23
C 0.96 1.13 -2.44 -0.10
N 2.11 0.63 -1.64 -0.01
H 2.94 1.29 -1.64 0.17
H 1.80 0.55 -0.62 -0.11
C 2.73 -0.61 -2.16 -0.13
C 3.84 -0.29 -3.09 -0.17
O 4.70 0.69 -2.43 -0.19
C 5.50 0.02 -1.46 -0.08
H 2.41 3.71 -5.13 0.09
H 3.25 4.57 -3.84 0.08
H 1.43 4.53 -3.99 0.11
H 1.92 1.24 -4.41 0.12
H 0.57 2.24 -4.24 0.15
H 0.52 0.24 -2.83 0.10
H 0.31 1.65 -1.77 0.12
H 1.97 -1.21 -2.68 0.13
H 3.13 -1.12 -1.24 0.13
H 3.45 0.15 -4.05 0.13
H 4.47 -1.15 -3.42 0.15
H 5.62 0.68 -0.62 0.08
H 6.46 -0.30 -1.87 0.11
H 4.99 -0.81 -1.06 0.06
C 0.74 -5.42 -7.58 -0.03
C -0.02 -5.03 -6.30 -0.28
C -1.27 -5.90 -6.29 -0.15
O -1.59 -6.00 -4.89 -0.22
C -2.97 -5.88 -4.53 -0.08
N 0.96 -5.31 -5.14 0.22
H 0.78 -4.83 -4.23 0.11
H 0.96 -6.32 -4.99 0.17
H 1.89 -4.90 -5.37 0.18
H 1.00 -6.48 -7.55 0.09
H 1.63 -4.90 -7.67 0.06
H 0.09 -5.26 -8.47 0.12
H -0.34 -4.03 -6.26 0.10
H -1.17 -6.90 -6.69 0.13
H -2.03 -5.38 -6.84 0.14
H -2.98 -6.10 -3.48 0.08
H -3.62 -6.60 -5.11 0.11
H -3.28 -4.86 -4.79 0.08
B -0.25 -2.72 -4.10 -1.15
F 0.83 -2.53 -4.97 0.12
F 0.15 -3.76 -3.18 0.06
F -0.52 -1.55 -3.39 0.13
F -1.38 -3.20 -4.93 0.05
Cl 1.34 0.43 1.19 -0.16
```

Output
Total charge ... +3

=====

[2]
# C3H10NO5

A cluster of 2 separate species, C3H10NO5 in total in a non-equilibrium geometry (the ωB97M-V functional and the def2-TZVPD basis, OMol25).

```
19
Properties=species:S:1:pos:R:3:nbo_charge:R:1
C -2.87 -1.06 0.50 -0.40
C -0.87 -0.03 -0.29 0.30
C 3.20 0.01 0.08 1.01
N -2.24 0.33 0.28 -0.56
O 0.02 1.40 0.15 -0.79
O -1.08 0.04 -1.64 -0.77
O 2.54 1.01 0.29 -0.67
O 4.49 0.14 0.38 -0.67
O 2.68 -1.14 -0.30 -0.62
H -3.78 -0.86 1.18 0.23
H -2.99 -1.48 -0.41 0.22
H -2.22 -1.74 1.12 0.26
H -2.22 0.86 1.12 0.43
H -2.79 0.88 -0.29 0.40
H -0.05 2.06 -0.54 0.51
H -0.87 -0.66 -2.23 0.53
H 1.00 1.01 0.20 0.55
H 4.61 0.90 0.93 0.53
H 3.45 -1.67 -0.54 0.52
```

Output
Total charge ... +1

=====

Short version: total energy = -80193.95630; -14991.44992 eV, in the order given.